19
Properties=species:S:1:pos:R:3 method="wB97M-V/def2-TZVPD" smiles=C1C[C@@H]2NC[C@H]3[C@@H]1[C@H]32 max_force_ev_per_a=4.75 homo_ev=-9.15 orbital_gap_ev=10.308 lumo_ev=1.16
C -1.6894 0.2503 -0.6347
C -1.5817 -1.0918 0.1786
C -0.0304 -0.9147 0.1812
N 1.3282 -1.2907 -0.0745
C 1.8136 0.0947 -0.4825
C 0.8296 1.2715 -0.0221
C -0.7648 1.2565 0.0162
C 0.1070 0.4604 0.9629
H -2.8208 0.6283 -0.4372
H -1.5262 0.2284 -1.7837
H -2.0845 -1.1401 1.1343
H -1.7907 -2.0166 -0.3050
H 0.0380 -0.7160 -0.8360
H 1.8101 -1.4675 0.7425
H 1.9447 0.0144 -1.5195
H 2.7938 0.2064 0.0152
H 1.3316 2.2367 0.1923
H -1.1129 2.3871 0.0190
H 0.0156 0.7131 2.1024

***

150
Properties=species:S:1:pos:R:3 method="wB97M-V/def2-TZVPD" smiles="COB(O)[C@@](C)(N)[C@@H](O)O[C@@H](CC[C@@H](C)CCC=C(C)C)PP(=O)(O)O.O=S1(=O)CCCC1.O=S1(=O)CCCC1.O=S1(=O)CCCC1.O=S1(=O)CCCC1.O=S1(=O)CCCC1.O=S1(=O)CCCC1" max_force_ev_per_a=1.92 homo_ev=-6.74 orbital_gap_ev=7.173 lumo_ev=0.44
C 6.0548 4.6492 1.8848
O 5.6687 3.6156 0.9829
B 5.7019 2.3099 1.3536
O 6.0110 1.9275 2.6491
C 5.3689 1.2812 0.1862
C 6.4470 1.3841 -0.9120
N 5.3677 -0.0959 0.7275
C 3.9582 1.5786 -0.4163
O 3.9063 1.3496 -1.8204
O 3.0080 0.7644 0.1863
C 1.6908 0.9593 -0.3213
C 0.8511 -0.1731 0.2666
C -0.5069 -0.4118 -0.4268
C -1.7947 -0.2998 0.4108
C -1.6393 -0.9200 1.8018
C -2.4410 1.0998 0.4972
C -3.9625 0.9613 0.4031
C -4.7720 2.1543 0.8607
C -4.3243 3.4307 1.0108
C -4.3936 4.1510 2.3378
C -3.7859 4.1966 -0.1716
P 1.1590 2.6512 0.3021
P 0.3146 3.6374 -1.4083
O 1.4360 4.2123 -2.1637
O -0.7037 4.7353 -0.8181
O -0.5461 2.6787 -2.3794
H 5.5973 4.5351 2.8666
H 5.7023 5.5856 1.4569
H 7.1425 4.6779 1.9563
H 6.9356 1.6615 2.7417
H 6.3961 2.3306 -1.4536
H 6.3791 0.5395 -1.5960
H 7.4303 1.3333 -0.4340
H 6.2170 -0.2588 1.2570
H 5.3888 -0.7551 -0.0448
H 3.7445 2.6393 -0.2254
H 4.1511 2.1708 -2.2642
H 1.6685 0.9339 -1.4104
H 0.7720 -0.0209 1.3437
H 1.4639 -1.0593 0.1026
H -0.4961 -1.4111 -0.8588
H -0.5891 0.2767 -1.2751
H -2.5371 -0.9008 -0.1218
H -1.1527 -0.2038 2.4728
H -2.5991 -1.1706 2.2530
H -0.9867 -1.7946 1.7748
H -2.1977 1.5814 1.4502
H -2.0548 1.7478 -0.2944
H -4.2323 0.5882 -0.5940
H -4.2670 0.1602 1.0841
H -5.8202 1.9464 1.0707
H -5.1821 4.9173 2.3816
H -4.6246 3.4421 3.1272
H -3.4330 4.6366 2.5110
H -4.6531 4.5318 -0.7453
H -3.1936 5.0752 0.0926
H -3.2362 3.5277 -0.8464
H 0.1119 2.3798 1.2042
H -1.4061 4.9434 -1.4515
H -1.5027 2.7560 -2.2561
O 0.9683 -3.3032 -0.4073
S 1.4324 -4.2515 -1.3852
O 0.4977 -4.8242 -2.3220
C 2.8271 -3.5433 -2.2548
C 4.0356 -3.9583 -1.4237
C 3.8039 -5.4285 -1.0467
C 2.3585 -5.5494 -0.5492
H 2.6887 -2.4660 -2.3263
H 2.8500 -3.9862 -3.2504
H 4.9625 -3.8228 -1.9788
H 4.0910 -3.3464 -0.5202
H 3.9462 -6.0584 -1.9271
H 4.5062 -5.7656 -0.2860
H 1.9047 -6.5068 -0.7927
H 2.2790 -5.3634 0.5202
O -7.4943 0.6347 0.2385
S -8.4292 1.4497 0.9705
O -8.0057 2.2696 2.0758
C -9.3502 2.4452 -0.2002
C -10.5375 1.5690 -0.5849
C -11.0383 0.9391 0.7224
C -9.8113 0.4113 1.4757
H -8.7002 2.7011 -1.0336
H -9.6698 3.3479 0.3199
H -11.3147 2.1496 -1.0796
H -10.2123 0.7859 -1.2729
H -11.5423 1.6988 1.3230
H -11.7546 0.1401 0.5371
H -9.9174 0.4829 2.5551
H -9.5666 -0.6107 1.1935
O -3.7254 -2.5411 -1.5242
S -4.0774 -3.9191 -1.2768
O -4.5932 -4.3193 0.0099
C -5.1855 -4.4647 -2.5731
C -4.2622 -5.0055 -3.6585
C -3.1863 -5.8201 -2.9241
C -2.6973 -4.9693 -1.7452
H -5.7976 -3.6222 -2.8875
H -5.8147 -5.2532 -2.1603
H -4.8076 -5.6051 -4.3794
H -3.7885 -4.1766 -4.1909
H -3.6182 -6.7477 -2.5561
H -2.3582 -6.0800 -3.5834
H -2.4143 -5.5697 -0.8842
H -1.8710 -4.3215 -2.0270
O -4.0395 -8.4915 -6.3662
S -4.4763 -8.8879 -5.0528
O -4.8786 -7.8944 -4.0880
C -5.7533 -10.1325 -5.2179
C -4.9896 -11.4517 -5.2524
C -3.9111 -11.3421 -4.1655
C -3.2374 -9.9742 -4.3259
H -6.3296 -9.9285 -6.1171
H -6.3925 -10.0626 -4.3380
H -5.6528 -12.2980 -5.0813
H -4.5207 -11.5834 -6.2297
H -4.3775 -11.4110 -3.1810
H -3.1807 -12.1462 -4.2385
H -2.9189 -9.5465 -3.3784
H -2.3966 -10.0106 -5.0159
O 11.3163 1.0330 4.6760
S 9.9117 1.3437 4.7163
O 9.0345 0.8979 3.6603
C 9.2493 0.8402 6.3013
C 9.4389 2.0631 7.1921
C 9.0318 3.2723 6.3387
C 9.7056 3.1145 4.9707
H 9.7823 -0.0449 6.6403
H 8.1938 0.6108 6.1559
H 8.8414 1.9881 8.0992
H 10.4872 2.1500 7.4853
H 7.9472 3.2837 6.2163
H 9.3182 4.2126 6.8067
H 9.1031 3.5125 4.1577
H 10.6980 3.5605 4.9479
O 3.7904 9.9898 2.7490
S 4.0615 8.9605 1.7776
O 5.3257 8.2672 1.7652
C 2.7217 7.7707 1.8119
C 1.7110 8.3133 0.8080
C 2.5305 8.7797 -0.4026
C 3.7122 9.6011 0.1311
H 2.3417 7.6964 2.8280
H 3.1265 6.8110 1.4896
H 0.9793 7.5547 0.5338
H 1.1744 9.1598 1.2425
H 2.9003 7.9091 -0.9470
H 1.9298 9.3674 -1.0950
H 4.6069 9.4923 -0.4763
H 3.4629 10.6548 0.2402

***

22
Properties=species:S:1:pos:R:3 method="wB97M-V/def2-TZVPD" max_force_ev_per_a=3.71 homo_ev=-1.69 orbital_gap_ev=2.033 total_charge=-1 lumo_ev=0.34
C 0.5856 0.8354 1.6178
C 0.9206 1.1369 0.2159
C 1.5801 0.1868 -0.5295
C 1.8739 0.4749 -1.8167
C 1.5411 1.7096 -2.2880
Br 1.9732 2.1375 -4.0587
N 0.9118 2.5822 -1.5421
I 0.6301 4.7425 -2.0939
N 0.5726 2.3139 -0.2609
H -0.0959 1.5530 2.0394
H 0.2225 -0.1718 1.6756
H 1.4882 0.8744 2.2119
H 1.8125 -0.7620 -0.0943
H 2.3695 -0.2326 -2.4495
O -0.3199 -2.5664 1.0044
C -1.5068 -2.6938 1.4111
C -2.6083 -1.6357 0.4172
O -3.7852 -1.7478 0.8393
H -1.7371 -2.3560 2.4437
H -1.9852 -3.6881 1.3005
H -2.3609 -2.0284 -0.5923
H -2.0822 -0.6646 0.5489

***

7
Properties=species:S:1:pos:R:3 method="wB97M-V/def2-TZVPD" multiplicity=6 max_force_ev_per_a=9.55 homo_ev="-25.67 / -30.16" s_squared=8.767 orbital_gap_ev="7.418 / 7.801" total_charge=+3 lumo_ev="-18.25 / -22.36"
C -0.3893 -1.4464 -0.0793
O -1.5131 -0.6965 -0.0336
C -0.7197 0.5278 0.0192
O 0.4775 -0.1817 0.0072
O -1.0160 1.6507 0.0190
Co 2.3381 0.1729 0.0055
H -0.2041 -2.2778 0.6121

***

84
Properties=species:S:1:pos:R:3 method="wB97M-V/def2-TZVPD" smiles=CC(C)O.CC(C)O.CC(C)O.CC(C)O.CC(C)O.CC(C)O.CO.CO max_force_ev_per_a=14.17 homo_ev=-9.34 orbital_gap_ev=9.631 lumo_ev=0.29
C 2.9480 -1.7490 -2.0521
C 4.3180 -2.3317 -2.3095
C 5.5397 -1.4696 -2.0615
O 4.5695 -3.4359 -1.7759
H 2.2223 -2.5567 -2.0020
H 2.7088 -0.9799 -2.7482
H 3.0446 -1.1941 -1.1176
H 4.2724 -2.4965 -3.3745
H 6.5299 -1.9932 -2.2714
H 5.6710 -1.1252 -1.0063
H 5.5322 -0.5667 -2.6332
H 5.3916 -3.6840 -2.2044
C -2.0586 1.2612 -0.7620
C -1.0880 0.1800 -0.3242
C -0.2006 -0.3303 -1.4027
O -0.2610 0.5050 0.5701
H -2.9021 0.7622 -1.3159
H -1.6322 2.0158 -1.4168
H -2.2757 1.9005 0.1657
H -1.6381 -0.6223 0.2198
H -0.8994 -0.6076 -2.2285
H 0.4189 -1.1503 -1.1620
H 0.4682 0.4297 -1.6938
H -0.5588 1.2553 1.1406
C 1.2990 2.7644 2.2556
C 0.0472 3.5172 1.8015
C 0.0896 3.7699 0.2733
O -0.9628 2.7627 2.0283
H 1.0339 2.5139 3.3097
H 2.1675 3.4492 2.2357
H 1.6492 1.8357 1.7950
H -0.1221 4.2979 2.4043
H 0.9990 4.3573 0.0659
H -0.7943 4.3410 0.0383
H 0.1277 2.8450 -0.3888
H -1.4933 3.1621 2.6864
C -2.0605 -0.4954 3.1192
C -3.2186 0.2500 2.5697
C -4.5596 -0.3517 3.0474
O -3.2459 1.4587 2.9551
H -2.2927 -0.8856 4.0874
H -1.1986 0.1109 3.3172
H -1.8050 -1.3855 2.5465
H -3.1505 0.2473 1.4748
H -4.9959 -1.0619 2.3698
H -5.3701 0.4113 3.2049
H -4.4954 -0.8212 4.0620
H -3.6766 1.6227 3.8024
C -1.6531 -3.2774 -2.0967
C -2.7774 -4.2794 -2.0875
C -2.2762 -5.6244 -2.7535
O -3.2156 -4.5627 -1.0020
H -1.9248 -2.4735 -1.4467
H -1.5532 -2.9257 -3.0832
H -0.7199 -3.5646 -1.6566
H -3.6718 -3.8301 -2.5473
H -1.5134 -6.1753 -2.1784
H -1.8280 -5.4606 -3.6822
H -3.1340 -6.2860 -2.9829
H -3.8930 -5.2309 -1.0942
C 4.4687 3.3116 -0.8161
C 3.8801 2.1686 -0.0961
C 2.7147 1.5271 -0.7364
O 4.7682 1.2799 0.0601
H 3.8909 4.2053 -0.6679
H 4.4975 3.0885 -1.8480
H 5.5005 3.5820 -0.6481
H 3.6339 2.5419 0.9109
H 1.9156 2.1853 -0.6370
H 2.4888 0.5983 -0.2092
H 2.8876 1.3875 -1.8251
H 4.4040 0.4939 0.5827
C -4.1158 3.9139 0.9732
O -4.6080 2.6129 1.0420
H -3.0392 3.9915 0.6649
H -4.3307 4.3146 1.9600
H -4.6062 4.5078 0.2135
H -4.1665 2.1343 1.7241
C 0.6389 -2.8330 0.6878
O 0.9220 -1.6835 1.4198
H 0.8353 -3.6862 1.3850
H 1.3621 -2.9187 -0.1102
H -0.4485 -2.8654 0.3849
H 0.5746 -0.9002 0.9011

***

84
Properties=species:S:1:pos:R:3 method="wB97M-V/def2-TZVPD" smiles="CCc1cc2c(cc1O)C(=O)c1cc(CCC(F)(F)C(F)(F)S(F)(F)(F)(F)F)ccc1C2=O.COC(=O)OC.COC(=O)OC.COC(=O)OC" max_force_ev_per_a=3.38 homo_ev=-9.08 orbital_gap_ev=8.403 lumo_ev=-0.67
C -4.9532 1.3215 -2.6234
C -3.7774 0.2623 -2.7861
C -3.0171 0.1910 -1.4069
C -3.6735 0.4897 -0.1277
C -2.8764 0.4366 1.0875
C -1.4563 0.0854 0.9757
C -0.7981 -0.2542 -0.2673
C -1.5931 -0.2008 -1.4860
O -1.0417 -0.4911 -2.7325
C -0.6444 0.0925 2.3108
O 0.2031 -0.7287 2.5650
C -1.0226 1.2658 3.2759
C 0.0122 1.9734 3.9926
C -0.4002 3.0958 4.8616
C 0.7233 3.8998 5.6210
C 1.8610 4.2117 4.5631
C 2.6163 5.5834 4.8459
F 3.8753 5.4100 4.2790
F 2.6889 5.6616 6.2295
C 1.8046 6.7664 4.2047
F 0.7342 6.9950 5.0496
F 1.2470 6.4714 2.9950
S 2.7192 8.4037 4.0195
F 3.6767 7.8312 2.8403
F 1.6431 8.8646 2.8626
F 1.7328 9.1074 5.1350
F 3.7779 8.0719 5.2002
F 3.4462 9.8477 3.8310
C -1.8092 3.4191 4.9931
C -2.8658 2.6936 4.2590
C -2.4510 1.6109 3.3935
C -3.4339 0.7705 2.5108
O -4.5165 0.4076 2.8930
H -4.6079 2.1728 -1.9761
H -5.8218 0.7855 -2.1672
H -5.1892 1.7505 -3.6311
H -4.1243 -0.7376 -3.1411
H -3.0389 0.7034 -3.5110
H -4.7477 0.7751 -0.0764
H 0.2802 -0.5190 -0.2547
H -0.3505 0.1857 -2.8726
H 1.0676 1.6579 3.8525
H 1.0983 3.2006 6.4181
H 0.2557 4.8040 6.0736
H 2.6573 3.4302 4.7280
H 1.5460 4.1036 3.5001
H -2.1504 4.2655 5.6348
H -3.9372 2.9748 4.3580
C -1.4252 -6.6104 -0.8066
O -1.9435 -5.7174 0.1764
C -1.0085 -5.1723 0.9648
O 0.1776 -5.3776 0.8991
O -1.6192 -4.3634 1.8338
C -0.7358 -3.7069 2.7462
H -2.2648 -6.9910 -1.3855
H -0.7480 -6.0870 -1.4826
H -0.9209 -7.4540 -0.3331
H -0.0332 -3.0709 2.2108
H -0.2054 -4.4361 3.3604
H -1.3406 -3.0798 3.3989
C 1.3618 -10.4911 -5.9139
O 0.8441 -9.5973 -4.9294
C 1.7769 -9.0510 -4.1395
O 2.9618 -9.2530 -4.2011
O 1.1610 -8.2417 -3.2702
C 2.0402 -7.5845 -2.3563
H 0.5192 -10.8691 -6.4902
H 2.0391 -9.9685 -6.5903
H 1.8660 -11.3346 -5.4411
H 2.7447 -6.9458 -2.8901
H 2.5710 -8.3119 -1.7413
H 1.4328 -6.9593 -1.7040
C 0.7255 3.2194 -7.1357
O 0.8522 2.4867 -5.9168
C 2.1156 2.2972 -5.5194
O 3.1020 2.6820 -6.0893
O 2.0893 1.6027 -4.3739
C 3.3791 1.3240 -3.8273
H -0.3367 3.3098 -7.3560
H 1.1447 4.2203 -7.0286
H 1.2066 2.6869 -7.9567
H 3.9038 2.2494 -3.5879
H 3.9660 0.7160 -4.5162
H 3.2318 0.7609 -2.9072

***

14
Properties=species:S:1:pos:R:3 method="wB97M-V/def2-TZVPD" smiles="C[C@@H]1C=CCO1" max_force_ev_per_a=3.32 homo_ev=-8.42 orbital_gap_ev=9.502 lumo_ev=1.08
C 1.8171 -0.4527 0.2259
C 0.5157 0.3799 -0.6571
C -0.2800 1.1859 0.3158
C -1.4353 0.5610 0.5519
C -1.5726 -0.5787 -0.4216
O -0.4397 -0.4344 -1.2919
H 2.5141 -1.0649 -0.3951
H 2.4778 0.2320 0.8050
H 1.2693 -1.0939 0.8904
H 1.4075 0.5979 -1.1788
H 0.1086 2.0490 0.8386
H -2.1600 0.7680 1.3376
H -2.4989 -0.5271 -1.0161
H -1.5509 -1.5662 0.0694

***

23
Properties=species:S:1:pos:R:3 method="wB97M-V/def2-TZVPD" smiles=CB(N(C)C)N(C)C max_force_ev_per_a=3.53 homo_ev=-8.20 orbital_gap_ev=8.972 lumo_ev=0.78
C -0.8714 2.0508 -0.3129
B -0.1784 0.6918 -0.2761
N -0.8437 -0.5292 -0.7882
C -2.2850 -0.8904 -0.6852
C 0.0791 -1.6448 -1.2083
N 0.8575 0.4844 0.7091
C 2.2054 0.7954 0.4706
C 0.8906 -0.4304 1.8097
H -1.9029 1.8859 -0.0310
H -1.0110 2.6347 -1.2659
H -0.3050 2.7284 0.3477
H -2.7282 -0.1217 -1.3265
H -2.5100 -0.6324 0.3667
H -2.6232 -1.8715 -1.0120
H 0.9710 -1.2423 -1.6065
H 0.3766 -2.3680 -0.4870
H -0.3215 -2.1111 -2.0543
H 2.8109 -0.1110 0.3692
H 2.6064 1.4550 1.1642
H 2.1858 1.2571 -0.4968
H -0.0994 -0.9291 1.8896
H 0.9988 0.0968 2.7648
H 1.6974 -1.1983 1.6593

***

11
Properties=species:S:1:pos:R:3 method="wB97M-V/def2-TZVPD" smiles="C=NC.S" max_force_ev_per_a=2.20 homo_ev=-9.55 orbital_gap_ev=10.341 lumo_ev=0.79
C -1.8641 0.9706 -1.5926
N -2.9810 0.3984 -1.6005
C -3.4562 -0.1187 -0.3028
H -1.4537 1.3535 -0.6456
H -1.2532 1.1217 -2.4783
H -3.4484 -1.1978 -0.3721
H -2.8453 0.2989 0.5045
H -4.4571 0.2940 -0.1573
S 3.7085 -0.6239 1.3983
H 3.8930 0.6763 1.5250
H 4.9947 -0.9268 1.6094

***

46
Properties=species:S:1:pos:R:3 method="wB97M-V/def2-TZVPD" smiles="C(#Cc1ccc2occc2c1)CCN1CC=C(c2ccccc2)CC1" max_force_ev_per_a=2.77 homo_ev=-8.13 orbital_gap_ev=8.948 lumo_ev=0.82
C 1.5650 -1.9517 0.3667
C 2.2530 -2.8555 0.8247
C 3.0811 -3.9787 1.1195
C 3.5937 -4.1109 2.3967
C 4.3672 -5.2183 2.7314
C 4.7702 -6.1045 1.7160
O 5.5003 -7.2365 1.8240
C 5.5063 -7.8043 0.5778
C 4.8010 -7.0732 -0.3009
C 4.2922 -5.9428 0.4160
C 3.4426 -4.8964 0.1187
C 0.8339 -0.8098 -0.2239
C -0.2604 -0.2977 0.7895
N -1.0398 0.9089 0.3539
C -0.3239 2.2228 0.3767
C -1.1843 3.4089 -0.0143
C -2.4422 3.2826 -0.5509
C -3.2281 4.5204 -0.8650
C -2.6213 5.6695 -1.4178
C -3.4149 6.8019 -1.7659
C -4.7858 6.8202 -1.5316
C -5.3951 5.6950 -0.9919
C -4.6479 4.5575 -0.7122
C -3.0149 1.8942 -0.7315
C -1.9252 0.7986 -0.8067
H 3.2997 -3.4572 3.1848
H 4.6767 -5.3222 3.7565
H 6.0229 -8.6988 0.3336
H 4.7071 -7.2828 -1.3558
H 3.0431 -4.8029 -0.8897
H 1.5142 -0.0079 -0.4999
H 0.3637 -1.1385 -1.1734
H 0.2674 -0.0457 1.6973
H -0.9137 -1.1886 0.9855
H 0.0764 2.4136 1.3797
H 0.5550 2.2444 -0.3372
H -0.7091 4.3662 0.1637
H -1.5500 5.7011 -1.5674
H -2.9087 7.6587 -2.2031
H -5.3799 7.6778 -1.8280
H -6.4521 5.7335 -0.8340
H -5.2449 3.6862 -0.3807
H -3.6284 1.8049 -1.6435
H -3.6595 1.6799 0.1142
H -2.4256 -0.1702 -0.8245
H -1.3771 0.8488 -1.7769

***

Number 1: electronic energy -327.84326 Eh. Number 2: electronic energy -6116.22811 Eh. Number 3: electronic energy -3403.64527 Eh. Number 4: electronic energy -1683.48872 Eh. Number 5: electronic energy -1397.18104 Eh. Number 6: electronic energy -3324.59657 Eh. Number 7: electronic energy -270.45794 Eh. Number 8: electronic energy -333.84095 Eh. Number 9: electronic energy -533.28690 Eh. Number 10: electronic energy -1018.92943 Eh.